The following is a quantum chemistry calculation of a cluster of 2 separate species, C2HNOS in total at a distorted geometry, from the Open Molecules 2025 dataset.

As for the total charge: 0. The calculation puts the maximum force at 2.1 eV Å⁻¹. For the HOMO energy, the calculation gives -9.7428 eV. The value obtained for the energy relative to the best compared isomer or geometry (same formula, charge and spin) is 0.413 eV. The HOMO-LUMO gap comes out at 10.7 eV.

Geometry as XYZ:
```
6
Properties=species:S:1:pos:R:3:lowdin_charge:R:1
C 0.17 -0.84 -0.55 -0.942
C -0.83 1.12 1.43 -0.033
N 1.11 -0.11 -0.52 0.148
O -1.35 1.52 0.54 0.033
S -1.07 -1.72 -0.79 0.727
H 1.97 0.03 -0.10 0.067
```


The following is a quantum chemistry calculation of a structure of composition C2HO2Pm at a distorted geometry, from the Open Molecules 2025 dataset.

Its spin multiplicity is 6. As for the total charge: +3. The calculation puts the maximum force at 2.7 eV Å⁻¹. For the HOMO energy (spin up / spin down), the calculation gives -23.6295 / -28.2616 eV. The HOMO-LUMO gap (spin up / spin down) comes out at 4.7 / 11.2 eV.

Geometry as XYZ:
```
6
Properties=species:S:1:pos:R:3:lowdin_charge:R:1
O 1.53 -0.27 -0.26 0.002
O -1.15 -0.60 -0.30 0.036
C 1.20 -1.42 -0.43 0.106
C -0.56 -1.61 -0.46 0.277
H 1.87 -2.26 -0.67 0.213
Pm -0.01 1.60 0.03 2.364
```


The following is a quantum chemistry calculation of a structure of composition C2HO2V at a distorted geometry, from the Open Molecules 2025 dataset.

Its spin multiplicity is 4. As for the total charge: +1. The calculation puts the maximum force at 4.0 eV Å⁻¹. For the HOMO energy (spin up / spin down), the calculation gives -14.7741 / -14.0013 eV. The value obtained for the energy relative to the best compared isomer or geometry (same formula, charge and spin) is 6.599 eV. The HOMO-LUMO gap (spin up / spin down) comes out at 7.1 / 7.2 eV.

Geometry as XYZ:
```
6
Properties=species:S:1:pos:R:3:lowdin_charge:R:1
H -1.50 -0.51 -1.78 0.068
C -1.17 0.04 -0.91 0.079
C -1.07 0.62 0.18 -0.212
O 1.92 -1.00 0.83 -0.037
O 1.55 -0.09 0.08 -0.198
V 0.27 0.95 1.59 1.298
```


- What is the formula in the third record?
  C2HO2V